(1)
{
  "formula": "C6H14O3",
  "method": "ωB97M-V with the def2-TZVPD basis set",
  "molar_mass_g_mol": 134.2,
  "charge": 0,
  "smiles": "CC(C)=C/C=C/O.O.O",
  "e_homo_ha": -0.323,
  "energy_ha": -462.62996,
  "multiplicity": 1,
  "elements": ["C", "C", "C", "C", "C", "C", "O", "H", "H", "H", "H", "H", "H", "H", "H", "H", "H", "O", "H", "H", "O", "H", "H"],
  "coordinates": [[1.892, 0.946, -2.466], [1.384, 0.972, -1.068], [2.266, 0.870, 0.166], [0.058, 1.197, -1.121], [-0.822, 1.429, 0.062], [-1.669, 0.426, 0.436], [-2.722, 0.634, 1.323], [1.400, 1.835, -3.066], [2.930, 1.092, -2.528], [1.713, 0.180, -3.126], [2.383, -0.221, 0.319], [1.931, 1.389, 1.061], [3.277, 1.247, -0.119], [-0.413, 1.046, -2.134], [-0.991, 2.529, 0.212], [-1.656, -0.535, 0.003], [-2.543, 1.406, 1.916], [-0.526, -3.204, -0.513], [0.061, -4.026, -0.320], [-0.915, -2.867, 0.282], [0.010, -1.814, 2.607], [0.757, -1.574, 2.116], [-0.684, -1.457, 1.998]],
  "lowdin_charge": [-0.09, -0.33, -0.04, -0.13, -0.09, -0.18, -0.03, 0.12, 0.05, 0.04, 0.08, 0.07, 0.08, 0.13, 0.13, 0.10, 0.12, -0.09, 0.10, -0.02, -0.04, -0.01, 0.03]
}

---

(2)
{
  "formula": "C6H14O3Si",
  "method": "ωB97M-V with the def2-TZVPD basis set",
  "molar_mass_g_mol": 162.3,
  "charge": 0,
  "smiles": "C=C(C)[Si](OC)(OC)OC",
  "e_homo_ha": -0.346,
  "energy_ha": -752.25815,
  "multiplicity": 1,
  "elements": ["C", "C", "C", "Si", "O", "C", "O", "C", "O", "C", "H", "H", "H", "H", "H", "H", "H", "H", "H", "H", "H", "H", "H", "H"],
  "coordinates": [[-1.053, -2.012, -1.598], [0.001, -1.604, -0.749], [1.016, -2.749, -0.413], [0.065, 0.130, 0.023], [-0.555, 1.335, -0.880], [0.024, 2.003, -1.930], [-0.803, 0.270, 1.373], [-2.010, 0.803, 1.792], [1.575, 0.333, 0.743], [1.850, 1.163, 1.840], [-1.839, -1.281, -1.902], [-1.350, -2.907, -2.046], [1.404, -2.781, 0.570], [1.838, -2.671, -1.154], [0.394, -3.600, -0.715], [0.020, 1.555, -2.899], [1.039, 2.303, -1.653], [-0.525, 2.919, -2.091], [-1.917, 1.267, 2.667], [-2.727, -0.012, 1.752], [-2.246, 1.579, 1.103], [1.247, 2.040, 1.813], [2.925, 1.306, 1.677], [1.625, 0.611, 2.678]],
  "lowdin_charge": [0.01, -0.26, -0.10, 0.31, -0.17, -0.15, -0.18, -0.10, -0.22, -0.12, 0.06, 0.03, 0.05, 0.08, 0.06, 0.08, 0.09, 0.08, 0.04, 0.10, 0.08, 0.08, 0.10, 0.06]
}

---

(3)
{
  "formula": "C6H14O7Zr",
  "method": "ωB97M-V with the def2-TZVPD basis set",
  "molar_mass_g_mol": 289.4,
  "charge": -2,
  "e_homo_ha": 0.036,
  "energy_ha": -810.71960,
  "multiplicity": 1,
  "elements": ["Zr", "O", "C", "C", "O", "H", "H", "H", "H", "O", "C", "C", "O", "H", "H", "H", "H", "O", "C", "C", "O", "H", "H", "H", "H", "O", "H", "H"],
  "coordinates": [[0.574, 0.136, 0.028], [-3.652, -1.116, -1.917], [-3.661, 0.161, -1.214], [-2.485, 1.106, -1.495], [-1.166, 0.635, -1.311], [-3.627, -0.025, -0.140], [-4.570, 0.743, -1.362], [-2.644, 1.903, -0.769], [-2.546, 1.584, -2.472], [0.187, -2.054, -0.346], [-0.531, -2.630, 0.808], [-0.757, -1.705, 2.076], [-0.635, -0.312, 1.790], [-0.146, -3.621, 1.046], [-1.402, -3.059, 0.312], [-0.017, -1.863, 2.860], [-1.671, -2.063, 2.550], [2.390, 0.090, 1.221], [3.591, 0.312, 0.505], [3.409, 0.732, -1.042], [2.082, 0.483, -1.567], [4.113, -0.645, 0.506], [4.138, 1.147, 0.942], [4.317, 0.427, -1.562], [3.559, 1.810, -1.100], [0.465, 2.228, 0.517], [0.335, 2.864, -0.186], [0.348, 2.731, 1.322]],
  "lowdin_charge": [1.91, -0.48, -0.47, -0.39, -0.43, 0.06, 0.05, 0.06, 0.08, -0.43, -0.31, -0.33, -0.44, 0.06, 0.08, 0.07, 0.08, -0.44, -0.34, -0.34, -0.42, 0.08, 0.07, 0.07, 0.06, -0.11, 0.09, 0.10]
}

---

(4)
{
  "formula": "C6H14P5",
  "method": "ωB97M-V with the def2-TZVPD basis set",
  "molar_mass_g_mol": 241.0,
  "charge": 1,
  "e_homo_ha": -0.451,
  "energy_ha": -1943.52483,
  "multiplicity": 1,
  "elements": ["C", "C", "C", "C", "C", "C", "P", "P", "P", "P", "P", "H", "H", "H", "H", "H", "H", "H", "H", "H", "H", "H", "H", "H", "H"],
  "coordinates": [[-0.637, -2.718, -1.156], [0.239, -2.345, 1.200], [0.497, 2.447, 1.265], [-0.255, 2.843, -1.140], [0.075, -1.770, -0.201], [0.521, 2.064, -0.161], [-3.627, 1.048, 0.205], [-3.775, -1.108, 0.055], [-2.345, -0.225, 1.552], [-2.548, 0.002, -1.469], [-0.847, -0.145, -0.065], [-0.057, -3.632, -1.260], [-0.740, -2.268, -2.145], [-1.626, -2.991, -0.783], [0.869, -3.231, 1.165], [-0.729, -2.635, 1.613], [0.703, -1.624, 1.873], [-0.512, 2.663, 1.615], [1.080, 3.366, 1.387], [0.953, 1.690, 1.900], [-1.238, 3.121, -0.759], [-0.353, 2.332, -2.095], [0.289, 3.774, -1.333], [1.057, -1.509, -0.613], [1.425, 1.587, -0.525]],
  "lowdin_charge": [-0.16, -0.15, -0.13, -0.14, -0.63, -0.25, 0.16, 0.19, 0.22, 0.22, 0.50, 0.09, 0.06, 0.05, 0.09, 0.06, 0.07, 0.08, 0.11, 0.08, 0.07, 0.08, 0.11, 0.10, 0.10]
}

---

(5)
{
  "formula": "C6H15AgI2NOP2",
  "method": "ωB97M-V with the def2-TZVPD basis set",
  "molar_mass_g_mol": 540.8,
  "s2": 0.76,
  "charge": 2,
  "e_homo_ha": [-0.559, -0.559],
  "energy_ha": -1791.81546,
  "multiplicity": 2,
  "elements": ["C", "C", "I", "C", "I", "P", "C", "C", "C", "O", "P", "N", "H", "H", "H", "H", "H", "H", "H", "H", "H", "H", "H", "H", "H", "H", "H", "Ag"],
  "coordinates": [[-2.819, 0.029, -2.302], [-2.374, 0.446, -0.745], [-3.836, -0.507, 0.576], [-0.821, -0.102, -0.556], [0.310, 0.813, -2.248], [-0.056, 0.274, 1.152], [1.875, 0.028, 1.136], [2.687, 1.307, 0.515], [3.807, 0.940, -0.624], [3.528, -0.275, -1.407], [-0.734, -1.310, 2.561], [-1.775, -0.771, 3.681], [-3.944, -0.363, -2.232], [-2.195, -0.915, -2.670], [-2.746, 0.944, -3.047], [-2.477, 1.612, -0.660], [-0.804, -1.258, -0.775], [2.170, -0.026, 2.291], [2.157, -1.014, 0.685], [1.935, 2.112, 0.100], [3.271, 1.848, 1.405], [4.912, 0.963, -0.172], [3.791, 1.843, -1.406], [3.277, -0.067, -2.355], [-1.413, -2.312, 1.749], [0.433, -1.948, 3.204], [-2.676, -1.316, 3.519], [-5.481, -0.976, -1.377]],
  "lowdin_charge": [-0.24, -0.78, 0.98, -0.95, 1.01, 0.76, -0.40, -0.25, -0.24, -0.18, 0.63, -0.13, -0.05, 0.10, 0.10, 0.12, 0.07, 0.10, 0.10, 0.08, 0.14, 0.15, 0.14, 0.07, -0.01, 0.06, 0.03, 0.59]
}

---

(6)
{
  "formula": "C6H15BF2N2O6Si",
  "method": "ωB97M-V with the def2-TZVPD basis set",
  "molar_mass_g_mol": 288.1,
  "charge": 0,
  "smiles": "CCB(O)[Si@@H](F)CC(=O)F.C[N+](=O)[O-].C[N+](=O)[O-]",
  "e_homo_ha": -0.370,
  "energy_ha": -1312.49269,
  "multiplicity": 1,
  "elements": ["C", "C", "B", "O", "Si", "F", "C", "C", "O", "F", "H", "H", "H", "H", "H", "H", "H", "H", "H", "C", "N", "O", "O", "H", "H", "H", "C", "N", "O", "O", "H", "H", "H"],
  "coordinates": [[1.263, 0.326, 3.000], [-0.042, 1.227, 2.632], [-0.451, 1.193, 1.063], [-1.635, 0.400, 0.695], [0.438, 2.131, -0.397], [0.095, 3.822, -0.462], [2.347, 1.934, -0.446], [3.143, 2.872, 0.577], [3.362, 4.063, 0.252], [3.678, 2.450, 1.832], [1.643, 0.640, 4.037], [2.059, 0.511, 2.197], [0.948, -0.775, 3.009], [-0.922, 0.741, 3.212], [0.028, 2.302, 3.056], [-2.266, 1.090, 0.354], [-0.062, 1.537, -1.652], [2.706, 0.839, -0.354], [2.678, 2.273, -1.502], [-1.764, -1.514, -3.732], [-1.168, -0.458, -2.874], [0.039, -0.518, -2.666], [-1.932, 0.395, -2.438], [-0.977, -2.197, -4.045], [-2.514, -2.036, -3.138], [-2.213, -1.022, -4.594], [-1.277, -2.791, 0.863], [-1.124, -3.669, -0.326], [-0.116, -4.352, -0.394], [-2.024, -3.641, -1.152], [-0.408, -2.918, 1.508], [-1.345, -1.764, 0.506], [-2.187, -3.093, 1.380]],
  "lowdin_charge": [-0.11, -0.20, -0.42, -0.03, 0.72, -0.24, -0.18, -0.36, 0.07, 0.01, 0.09, 0.05, 0.07, 0.10, 0.12, 0.11, -0.01, 0.11, 0.11, 0.04, -0.42, 0.03, 0.03, 0.10, 0.09, 0.10, 0.05, -0.44, 0.07, 0.04, 0.10, 0.07, 0.11]
}

---

(7)
{
  "formula": "C6H15BFN2O4PSSi",
  "method": "ωB97M-V with the def2-TZVPD basis set",
  "molar_mass_g_mol": 300.1,
  "charge": 0,
  "smiles": "CCCN[Si@@](CB(O)O)([PH2]=S)C(=O)NC(=O)F",
  "e_homo_ha": -0.311,
  "energy_ha": -1801.95831,
  "multiplicity": 1,
  "elements": ["C", "C", "C", "N", "Si", "C", "B", "O", "O", "P", "S", "C", "O", "N", "C", "O", "F", "H", "H", "H", "H", "H", "H", "H", "H", "H", "H", "H", "H", "H", "H", "H"],
  "coordinates": [[-2.017, 0.940, 3.424], [-0.750, 0.054, 3.183], [-0.809, -0.533, 1.737], [-0.911, 0.609, 0.792], [-0.452, 0.228, -0.865], [-0.574, -1.588, -1.328], [0.853, -2.151, -1.808], [1.796, -2.639, -0.888], [1.227, -2.206, -3.147], [-1.887, 1.362, -2.186], [-2.226, 0.468, -3.891], [1.313, 0.864, -1.341], [1.484, 1.184, -2.475], [2.315, 0.933, -0.292], [3.671, 0.934, -0.769], [4.447, 0.248, -0.277], [4.089, 1.747, -1.750], [-2.860, 0.403, 2.947], [-1.897, 1.936, 2.969], [-2.260, 1.024, 4.498], [0.201, 0.575, 3.390], [-0.817, -0.802, 3.880], [-1.745, -1.123, 1.678], [0.029, -1.226, 1.529], [-0.383, 1.411, 1.138], [-1.243, -1.697, -2.209], [-1.005, -2.232, -0.536], [1.315, -3.300, -0.364], [1.417, -1.322, -3.502], [-1.317, 2.655, -2.348], [-3.119, 1.509, -1.491], [2.114, 1.736, 0.303]],
  "lowdin_charge": [-0.12, -0.24, -0.29, -0.14, 0.50, -0.14, -0.70, 0.13, 0.14, 0.21, 0.05, -0.48, 0.08, 0.13, -0.53, 0.22, 0.13, 0.07, 0.06, 0.07, 0.10, 0.10, 0.11, 0.10, 0.07, 0.05, 0.08, 0.10, 0.11, -0.05, -0.05, 0.14]
}

---

(8)
{
  "formula": "C6H15BN4O2",
  "method": "ωB97M-V with the def2-TZVPD basis set",
  "molar_mass_g_mol": 186.0,
  "charge": 0,
  "smiles": "CC(=O)N(BCC(N)(N)N)C(C)=O",
  "e_homo_ha": -0.336,
  "energy_ha": -631.82494,
  "multiplicity": 1,
  "elements": ["C", "C", "O", "N", "B", "C", "C", "N", "N", "N", "C", "C", "O", "H", "H", "H", "H", "H", "H", "H", "H", "H", "H", "H", "H", "H", "H", "H"],
  "coordinates": [[0.527, -2.886, 1.054], [1.352, -2.130, -0.189], [1.954, -2.905, -1.098], [1.293, -0.619, -0.191], [0.724, -0.047, -1.476], [-0.632, 0.891, -1.477], [-1.676, 0.597, -0.249], [-1.115, 0.810, 1.139], [-2.815, 1.626, -0.407], [-2.370, -0.769, -0.428], [2.601, 0.025, 0.213], [2.535, 1.671, 0.505], [3.753, -0.643, 0.380], [1.246, -3.019, 1.973], [-0.304, -2.105, 1.407], [-0.013, -3.866, 0.709], [1.257, -0.212, -2.529], [-1.204, 0.636, -2.493], [-0.390, 2.057, -1.559], [-1.732, 0.437, 1.893], [-0.818, 1.794, 1.316], [-2.299, 2.552, -0.310], [-3.325, 1.544, 0.524], [-3.236, -0.537, -1.003], [-2.725, -1.107, 0.494], [1.448, 1.915, 0.933], [3.288, 1.987, 1.351], [2.678, 2.305, -0.481]],
  "lowdin_charge": [-0.02, -0.26, 0.00, 0.03, -0.15, -0.08, -0.60, 0.04, -0.01, 0.05, -0.26, -0.02, -0.03, 0.10, 0.07, 0.09, 0.08, 0.13, 0.13, 0.08, 0.08, 0.07, 0.08, 0.09, 0.07, 0.07, 0.10, 0.10]
}

---

(9)
{
  "formula": "C6H15BeBrCaCl4CsF3N2O9S3",
  "method": "ωB97M-V with the def2-TZVPD basis set",
  "molar_mass_g_mol": 816.1,
  "charge": 0,
  "e_homo_ha": -0.210,
  "energy_ha": -7645.35599,
  "multiplicity": 1,
  "elements": ["C", "C", "N", "S", "O", "O", "F", "H", "H", "H", "H", "H", "C", "O", "H", "H", "H", "H", "Cl", "Cl", "Cs", "Be", "Br", "N", "S", "O", "O", "F", "S", "O", "O", "F", "Ca", "C", "Cl", "Cl", "H", "H", "O", "C", "C", "O", "H", "H", "H", "H"],
  "coordinates": [[2.092, -1.549, -0.785], [1.342, -0.474, -0.483], [0.018, -0.279, -1.374], [-1.285, -1.145, -0.573], [-2.268, -0.186, -0.192], [-0.807, -1.913, 0.509], [-1.854, -2.121, -1.627], [2.147, -2.379, -0.094], [2.558, -1.577, -1.763], [1.519, 0.233, 0.320], [-0.241, 0.720, -1.550], [0.239, -0.678, -2.305], [-3.394, -0.770, 3.210], [-3.325, 0.624, 2.995], [-4.117, -0.974, 3.998], [-3.723, -1.252, 2.296], [-2.419, -1.165, 3.504], [-2.672, 0.791, 2.302], [3.119, 1.690, -0.877], [1.677, 0.853, -2.932], [-4.796, -1.052, 0.650], [-0.287, 1.551, -3.859], [2.887, 3.196, -4.316], [0.953, 1.983, 4.379], [1.809, 2.038, 3.047], [2.465, 3.278, 2.788], [1.227, 1.345, 1.936], [2.974, 1.088, 3.517], [-0.336, 2.882, 4.378], [-0.874, 3.042, 5.683], [-1.216, 2.643, 3.277], [0.233, 4.337, 4.065], [3.637, 4.054, -1.812], [-2.012, 5.358, -5.720], [-3.562, 5.211, -6.564], [-1.521, 3.823, -4.936], [-1.252, 5.635, -6.441], [-2.108, 6.120, -4.957], [2.840, -4.378, -0.327], [2.450, -5.495, -0.589], [0.795, -5.768, 0.672], [0.472, -6.889, 0.363], [3.078, -6.374, -0.345], [2.018, -5.710, -1.587], [0.234, -4.876, 0.331], [1.321, -5.542, 1.617]],
  "lowdin_charge": [-0.01, -0.27, -0.14, 0.59, -0.42, -0.21, -0.10, 0.05, 0.06, 0.02, 0.03, 0.04, -0.27, -0.13, 0.10, -0.23, 0.11, 0.06, -0.21, -0.11, 1.34, 0.14, -0.36, -0.30, 0.48, -0.29, -0.34, -0.17, 0.47, -0.28, -0.30, -0.20, 0.97, -1.01, 0.48, 0.32, 0.02, 0.02, 0.01, -0.22, -0.23, 0.03, 0.12, 0.12, 0.10, 0.12]
}

---

(10)
{
  "formula": "C6H15BrN",
  "method": "ωB97M-V with the def2-TZVPD basis set",
  "molar_mass_g_mol": 181.1,
  "charge": 1,
  "smiles": "CC(C)[C@](C)([NH3+])CBr",
  "e_homo_ha": -0.521,
  "energy_ha": -2866.07488,
  "multiplicity": 1,
  "elements": ["C", "C", "C", "C", "C", "N", "C", "Br", "H", "H", "H", "H", "H", "H", "H", "H", "H", "H", "H", "H", "H", "H", "H"],
  "coordinates": [[-1.298, -0.701, -1.249], [-0.008, -0.822, -0.501], [-0.013, -1.860, 0.559], [0.477, 0.609, 0.091], [-0.452, 1.338, 0.942], [1.088, 1.482, -0.997], [1.972, 0.312, 1.032], [3.349, -0.340, -0.174], [-1.652, -1.764, -1.301], [-1.070, -0.555, -2.361], [-2.181, -0.141, -0.729], [0.826, -1.041, -1.249], [-0.244, -2.872, 0.169], [0.934, -1.981, 1.108], [-0.742, -1.761, 1.379], [-0.629, 0.735, 1.831], [-1.489, 1.462, 0.374], [0.046, 2.297, 1.235], [1.530, 2.402, -0.552], [0.491, 1.722, -1.765], [1.808, 0.979, -1.429], [2.238, 1.412, 1.387], [1.951, -0.509, 1.716]],
  "lowdin_charge": [-0.08, -0.42, -0.08, -0.46, -0.05, 0.18, -0.46, 0.75, 0.09, 0.11, 0.12, 0.12, 0.11, 0.07, 0.10, 0.10, 0.14, 0.11, 0.23, 0.16, 0.03, 0.11, 0.02]
}